C48H39BrN7O13PS | ωB97M-V/def2-TZVPD

Each line ends with the Löwdin charge.
Positions of all 110 atoms, in Å:
O1 2.538127 -1.295174 5.943683  -0.5125
P1 1.639386 -2.031430 6.959040  0.7101
C1 -0.054416 -2.515064 6.313210  -0.2522
C2 -1.247442 -2.480032 7.343474  -0.0773
C3 -2.713742 -2.812470 6.992444  -0.0965
C4 -3.051990 -3.227348 5.532139  -0.5461
Br1 -4.916989 -3.657052 4.953905  0.7509
C5 -1.895485 -3.271457 4.505087  -0.4096
C6 -0.396231 -2.928448 4.860409  -0.1703
N1 0.651288 -2.991947 3.839868  0.0208
C7 0.318777 -2.227427 2.617490  -0.1853
C8 1.375176 -1.196060 2.110414  0.0201
C9 0.962123 -0.389360 0.806375  -0.0358
C10 -0.394900 -0.647653 0.057747  -0.0473
C11 -1.446585 -1.692513 0.584462  -0.0425
C12 -1.050355 -2.455106 1.872187  -0.3892
S1 -2.170257 -3.701479 2.707140  0.8501
H1 1.393829 -1.095769 8.043848  0.0191
H2 2.332318 -3.145810 7.582289  0.0138
H3 -1.009381 -2.156465 8.413094  0.0852
H4 -3.546292 -2.736586 7.778842  0.0978
H5 1.583941 -2.760056 4.209054  0.0926
H6 2.355427 -1.068252 2.671235  0.0889
H7 1.681359 0.395463 0.412679  0.0541
H8 -0.659564 -0.042896 -0.870177  0.0701
H9 -2.444821 -1.877724 0.050185  0.0704
C13 4.767058 4.675395 -2.211191  -0.0605
C14 3.800630 4.774844 -3.208548  -0.0700
C15 2.623083 4.040277 -3.113111  -0.0037
C16 2.422082 3.211640 -2.009017  -0.1377
C17 3.387983 3.103071 -1.012542  0.0110
C18 4.562753 3.837717 -1.118701  -0.0508
N2 1.173165 2.455143 -1.889261  -0.3037
O2 0.354333 2.560852 -2.794763  0.0474
O3 1.013982 1.762899 -0.890043  0.0340
H10 5.683049 5.253825 -2.286043  0.1121
H11 3.964956 5.427913 -4.059299  0.0999
H12 1.877930 4.126395 -3.896701  0.1169
H13 3.242739 2.457724 -0.152686  0.1119
H14 5.320127 3.761251 -0.345609  0.1101
C19 -6.407910 -6.564873 4.770772  -0.1141
C20 -7.062075 -6.888803 5.955821  -0.0631
C21 -7.617524 -8.153148 6.122171  -0.0023
C22 -7.507646 -9.088512 5.094605  -0.1469
C23 -6.860516 -8.768004 3.902678  -0.0009
C24 -6.310565 -7.500103 3.744285  -0.0571
N3 -8.069010 -10.429536 5.274935  -0.3482
O4 -8.646190 -10.669048 6.326504  0.0692
O5 -7.925373 -11.234463 4.365894  0.0711
H15 -5.969537 -5.576183 4.646826  -0.0693
H16 -7.136183 -6.155217 6.752201  0.1077
H17 -8.124505 -8.392891 7.050344  0.1182
H18 -6.775070 -9.488573 3.096620  0.1191
H19 -5.801928 -7.241100 2.821445  0.1116
C25 -0.070243 9.489425 -3.475586  -0.0710
C26 0.696085 8.786317 -4.400536  -0.0665
C27 2.033516 8.513767 -4.133423  -0.0048
C28 2.592813 8.947169 -2.932461  -0.1446
C29 1.832895 9.658079 -2.005749  0.0007
C30 0.496901 9.928465 -2.282709  -0.0644
N4 3.993898 8.640607 -2.635525  -0.3392
O6 4.635604 8.030574 -3.480517  0.0543
O7 4.441632 9.007114 -1.559446  0.0788
H20 -1.115615 9.695540 -3.685083  0.1085
H21 0.249105 8.447801 -5.329459  0.1088
H22 2.619690 7.965064 -4.862361  0.1162
H23 2.261962 10.002892 -1.071286  0.1204
H24 -0.104522 10.478623 -1.566755  0.1095
C31 -5.272326 1.815154 -3.750757  -0.0679
C32 -3.930240 1.575002 -4.029830  -0.0610
C33 -3.301805 0.448700 -3.510374  0.0011
C34 -4.029373 -0.434302 -2.715076  -0.1347
C35 -5.371482 -0.195855 -2.425529  0.0004
C36 -5.991140 0.934703 -2.946993  -0.0662
N5 -3.377607 -1.634477 -2.187359  -0.3448
O8 -2.194248 -1.800577 -2.446447  0.0688
O9 -4.054896 -2.405837 -1.519380  0.0606
H25 -5.761363 2.692837 -4.162754  0.1077
H26 -3.374454 2.265319 -4.655807  0.1096
H27 -2.255876 0.272720 -3.735183  0.0989
H28 -5.943222 -0.875784 -1.803391  0.1196
H29 -7.036403 1.128547 -2.730423  0.1080
C37 8.025748 -2.631190 3.411206  -0.0717
C38 8.084688 -1.306086 3.833012  -0.0652
C39 7.293994 -0.342793 3.215853  0.0012
C40 6.443045 -0.719604 2.178258  -0.1449
C41 6.384918 -2.043253 1.746238  0.0006
C42 7.181444 -2.999204 2.367563  -0.0652
N6 5.589896 0.286113 1.542056  -0.3362
O10 5.681800 1.443311 1.936391  0.0654
O11 4.830692 -0.089603 0.655993  0.0610
H30 8.640515 -3.381577 3.899260  0.1078
H31 8.745711 -1.024768 4.646072  0.1087
H32 7.349117 0.686078 3.553943  0.1195
H33 5.728829 -2.343434 0.936325  0.1204
H34 7.141806 -4.033059 2.041117  0.1092
C43 2.189775 0.850775 -6.291226  -0.0643
C44 1.075694 1.054518 -5.482036  -0.0537
C45 -0.194138 0.743201 -5.954379  0.0129
C46 -0.337791 0.223179 -7.239087  -0.1387
C47 0.772454 0.023554 -8.057401  -0.0020
C48 2.039264 0.340468 -7.577806  -0.0669
N7 -1.672077 -0.129248 -7.730423  -0.3425
O12 -2.624852 0.077835 -6.990724  0.0669
O13 -1.757883 -0.613418 -8.849456  0.0762
H35 3.180857 1.089978 -5.916879  0.1082
H36 1.197821 1.453301 -4.482020  0.0766
H37 -1.053240 0.906875 -5.313754  0.0920
H38 0.668702 -0.376216 -9.060205  0.1191
H39 2.910784 0.186297 -8.205405  0.1078

Cartesian forces (eV/Å) of the 2 atoms listed first:
-1.7 -1.9 1.4
1.0 2.1 -1.9

Computed properties:
- SMILES: O=[PH2]c1ccc(Br)c2c1Nc1ccccc1S2.O=[N+]([O-])c1ccccc1.O=[N+]([O-])c1ccccc1.O=[N+]([O-])c1ccccc1.O=[N+]([O-])c1ccccc1.O=[N+]([O-])c1ccccc1.O=[N+]([O-])c1ccccc1
- E_LUMO: -0.837 eV
- Energy relative to the best compared isomer or geometry (same formula, charge and spin): 846.3 kJ/mol

---

C14H10BN7OS2Tl | ωB97M-V/def2-TZVPD

Each line ends with the Löwdin charge.
Positions of all 36 atoms, in Å:
Tl1 2.240478 -0.200215 2.196687  0.8896
S1 -0.706001 -1.855103 2.685881  0.6382
C1 -1.694933 -2.054489 1.249486  -0.6298
C2 -2.944470 -1.561138 0.934714  0.0044
C3 -3.492187 -1.955618 -0.286955  -0.1504
C4 -4.787075 -1.501770 -0.650927  -0.1620
N1 -5.830138 -1.115204 -0.916944  0.2202
C5 -2.789997 -2.804426 -1.164172  -0.1548
C6 -1.524247 -3.306732 -0.828983  0.0284
C7 -1.014566 -2.912844 0.380469  -0.4420
S2 0.425299 -3.388433 1.351261  0.9487
C8 -3.399766 -3.204219 -2.380386  -0.1718
N2 -3.887745 -3.556195 -3.352649  0.2155
H1 -3.486121 -0.915367 1.607036  0.1356
H2 -0.998443 -3.965532 -1.503289  0.1418
B1 1.870984 3.012183 -0.152672  -0.3650
N3 0.700595 2.731440 0.750869  -0.0606
C9 -0.331496 3.597515 0.897668  -0.0459
C10 -1.210274 3.074119 1.811424  -0.0136
C11 -0.619096 1.860386 2.200114  -0.1295
N4 0.521325 1.671661 1.549165  -0.0615
N5 2.629241 1.841366 -0.709546  -0.0451
C12 3.373271 1.949929 -1.839962  -0.0377
C13 3.950412 0.734623 -2.101723  0.0064
C14 3.520402 -0.082454 -1.038963  -0.0901
N6 2.728873 0.600054 -0.220378  -0.0470
H3 2.658560 3.708026 0.437940  0.1816
H4 1.517870 3.718851 -1.051442  0.1396
H5 -0.369741 4.519036 0.350598  0.1323
H6 -2.140509 3.487211 2.139956  0.1081
H7 -0.973219 1.152349 2.925652  0.0897
H8 3.429884 2.871834 -2.382865  0.1343
H9 4.589071 0.454648 -2.914578  0.1134
H10 3.768353 -1.107885 -0.840172  0.1016
O1 2.698917 -2.537957 0.561198  -0.2231
N7 1.576488 -2.959647 0.306486  -0.3995

Cartesian forces (eV/Å) of the 2 atoms listed first:
0.1 0.2 0.2
-0.3 0.1 0.3

Computed properties:
- Net charge: +1
- E_LUMO (alpha / beta): -5.167 / -7.357 eV
- Energy relative to the best compared isomer or geometry (same formula, charge and spin): 215.9 kJ/mol

---

C20H58O9 | ωB97M-V/def2-TZVPD

Each line ends with the Löwdin charge.
Positions of all 87 atoms, in Å:
C1 -2.933007 4.535586 1.943782  -0.0780
C2 -1.631158 4.591268 2.732586  -0.2800
O1 -0.646080 3.773578 2.077859  -0.1065
H1 -2.843332 5.094860 1.008977  0.0753
H2 -3.677544 5.139318 2.480609  0.0780
H3 -3.286316 3.523060 1.779717  0.0725
H4 -1.800241 4.191096 3.733447  0.1050
H5 -1.245974 5.608372 2.832108  0.1144
H6 -0.188235 4.302447 1.416481  0.0989
C3 3.040769 -2.227798 -2.391757  -0.0812
C4 3.959500 -1.904299 -1.212059  -0.3170
O2 5.007857 -1.050489 -1.674934  -0.0811
H7 2.185640 -2.828310 -2.077233  0.0617
H8 3.596624 -2.865952 -3.082882  0.0760
H9 2.727599 -1.318875 -2.899939  0.0687
H10 4.362677 -2.793112 -0.722433  0.1089
H11 3.322142 -1.371068 -0.493507  0.0824
H12 5.294138 -0.594139 -0.876738  0.0759
C5 -1.555273 0.272550 5.693946  -0.0854
C6 -1.725158 0.727942 4.249844  -0.3277
O3 -1.160150 -0.260614 3.414562  -0.0981
H13 -1.674168 1.109158 6.386748  0.0695
H14 -0.599150 -0.195760 5.922070  0.0729
H15 -2.316848 -0.466154 5.955149  0.0710
H16 -1.223784 1.698844 4.141158  0.0997
H17 -2.780648 0.904065 4.016453  0.1000
H18 -1.093592 0.096114 2.509020  0.0325
C7 -0.472424 0.445874 -4.160167  -0.0852
C8 -0.424712 -0.950620 -4.736750  -0.3257
O4 0.659479 -1.036151 -5.668500  -0.0851
H19 -0.612472 1.184173 -4.950893  0.0765
H20 0.492054 0.692086 -3.709763  0.0686
H21 -1.289965 0.516869 -3.444424  0.0689
H22 -1.319096 -1.117037 -5.352883  0.1127
H23 -0.400726 -1.706300 -3.945738  0.0891
H24 0.590253 -1.884373 -6.114837  0.0785
C9 1.423592 -3.215863 1.419355  -0.0777
C10 2.628349 -2.890934 2.250008  -0.3324
O5 3.710327 -3.774654 1.958727  -0.0811
H25 1.619888 -3.123195 0.351061  0.0594
H26 0.658581 -2.510456 1.748201  0.0648
H27 1.079162 -4.233451 1.608656  0.0845
H28 2.410182 -2.990393 3.320989  0.1151
H29 2.890280 -1.834271 2.094391  0.0967
H30 4.413964 -3.610831 2.591971  0.0795
C11 -2.442419 -3.424345 -2.170646  -0.0784
C12 -3.873887 -3.802344 -2.432665  -0.3193
O6 -4.189242 -4.919976 -1.591666  -0.0872
H31 -2.380374 -3.098292 -1.131920  0.0574
H32 -2.123214 -2.555921 -2.751024  0.0570
H33 -1.765667 -4.230596 -2.446493  0.0832
H34 -4.002798 -4.121606 -3.473396  0.1081
H35 -4.581560 -2.990649 -2.248672  0.1051
H36 -5.070180 -5.236123 -1.806585  0.0770
C13 -4.452248 -0.699704 1.738436  -0.0719
C14 -3.863937 -1.406271 0.522022  -0.3033
O7 -3.579671 -0.423986 -0.474091  -0.0972
H37 -5.314196 -0.095853 1.445822  0.0760
H38 -3.731348 -0.019889 2.189495  0.0437
H39 -4.827982 -1.383682 2.504471  0.0772
H40 -4.459620 -2.233354 0.140352  0.1035
H41 -2.903693 -1.873591 0.776655  0.0939
H42 -2.852118 0.128664 -0.166489  0.0365
C15 3.932740 3.734201 0.043363  -0.0476
C16 3.759033 3.911824 -1.455713  -0.4873
C17 4.090177 2.663952 -2.257667  -0.0624
O8 2.368673 4.221046 -1.661072  -0.0740
H43 3.421628 4.554104 0.537240  0.0797
H44 4.997043 3.634785 0.268051  0.0825
H45 3.560264 2.752488 0.347992  0.0648
H46 4.349833 4.748234 -1.848029  0.1323
H47 3.362900 1.878694 -2.035554  0.0752
H48 5.057011 2.245587 -1.956583  0.0787
H49 4.138648 2.779713 -3.341031  0.0800
H50 2.193478 4.234067 -2.606813  0.0821
C18 1.170162 0.784352 1.173693  -0.0393
C19 -0.055492 0.782740 0.263103  -0.4471
C20 -0.307299 -0.548341 -0.412745  -0.0394
O9 -1.250579 1.197814 0.942683  -0.0747
H51 2.031473 0.374466 0.641577  0.0647
H52 0.998262 0.113239 2.023845  0.0710
H53 1.465716 1.723321 1.643216  0.0759
H54 0.169788 1.521949 -0.516850  0.1384
H55 -1.050988 -0.390981 -1.195107  0.0622
H56 -0.694030 -1.307352 0.269298  0.0717
H57 0.576084 -0.961947 -0.900213  0.0759
H58 -1.043372 2.087403 1.287273  0.0601

Cartesian forces (eV/Å) of the 2 atoms listed first:
-0.1 1.4 0.4
-0.3 -0.4 -0.6

Computed properties:
- SMILES: CC(C)O.CC(C)O.CCO.CCO.CCO.CCO.CCO.CCO.CCO
- E_LUMO: 0.456 eV
- Energy relative to the best compared isomer or geometry (same formula, charge and spin): 96.7 kJ/mol

---

C15H45NO11 | ωB97M-V/def2-TZVPD

Each line ends with the Löwdin charge.
Positions of all 72 atoms, in Å:
C1 -3.882333 -63.061536 33.475779  -0.0706
O1 -4.969995 -63.909224 32.817135  -0.1999
C2 -5.888693 -62.879313 32.237001  -0.1928
C3 -6.819189 -63.756099 31.386836  -0.0436
N1 -7.726912 -62.799825 30.531055  0.1287
H1 -8.311559 -62.357570 31.261099  0.1819
H2 -7.256342 -62.130454 30.127735  0.0229
C4 -8.655387 -63.570352 29.605857  -0.0347
C5 -9.439505 -62.628022 28.776507  -0.1733
O2 -10.397699 -63.289015 27.990981  -0.1519
C6 -11.336828 -62.487880 27.418125  -0.1305
H3 -3.989885 -62.530965 34.453696  0.0916
H4 -3.429835 -62.261899 32.827824  0.0834
H5 -3.089490 -63.861850 33.453343  0.0942
H6 -5.476036 -62.034268 31.722061  0.0878
H7 -6.486309 -62.461156 33.197573  0.1673
H8 -7.375934 -64.366008 31.963390  0.0934
H9 -6.053949 -64.266283 30.693746  0.1346
H10 -8.992401 -64.122001 30.258522  0.0520
H11 -8.089465 -64.228885 29.037552  0.0993
H12 -8.860954 -61.993620 28.182328  0.1273
H13 -9.896283 -61.993611 29.395437  0.0881
H14 -11.938636 -62.012275 28.265653  0.1105
H15 -12.089761 -63.129437 26.958392  0.0917
H16 -10.943540 -61.747430 26.710212  0.1022
C7 -5.300470 -61.865692 28.541305  -0.5638
O3 -5.732137 -63.161732 28.412753  -0.1079
O4 -4.301311 -61.462988 27.839613  0.2188
O5 -6.037762 -60.963838 29.091484  -0.0328
H17 -3.846719 -62.117939 27.561868  0.0268
C8 -1.757064 -58.082739 30.341423  -0.0547
C9 -2.320876 -59.353328 29.593612  -0.3884
O6 -3.643658 -59.155413 29.542462  -0.1566
H18 -0.679220 -58.127549 30.433180  0.0654
H19 -2.016208 -58.377294 31.358848  0.0768
H20 -1.961950 -57.174332 29.990663  0.0229
H21 -1.923750 -60.266034 29.982031  0.0902
H22 -1.964268 -59.285987 28.367068  0.1592
H23 -3.951494 -60.087176 28.923698  0.1751
C10 -1.330105 -62.446239 25.589351  -0.1090
C11 0.026879 -61.746931 25.179026  -0.3252
O7 1.091075 -62.592678 25.604338  -0.1420
H24 -1.808300 -63.326343 25.081418  0.0764
H25 -2.203151 -61.738008 25.346920  0.0730
H26 -1.263816 -62.526557 26.760967  0.0909
H27 0.158859 -60.750795 25.738321  0.1198
H28 0.089842 -61.473040 24.117284  0.1034
H29 1.232879 -62.492186 26.626170  0.1359
C12 -4.455723 -66.132306 29.137833  -0.1431
O8 -4.096540 -65.335458 28.027733  -0.1081
H30 -3.750869 -66.841209 29.216624  0.0395
H31 -5.341742 -66.616451 29.202946  0.0345
H32 -4.408797 -65.459841 30.070406  0.0955
H33 -4.609413 -64.569634 27.797304  0.0146
C13 -6.408948 -58.363206 26.571872  -0.1682
O9 -7.020521 -59.596886 26.909327  -0.0797
H34 -6.922701 -58.130599 25.644933  0.0647
H35 -5.325436 -58.154337 26.662592  0.0685
H36 -6.714127 -57.387078 27.283975  0.1154
H37 -6.828517 -59.839886 27.736595  -0.0523
C14 -6.871394 -59.153844 31.796732  -0.2576
O10 -5.527501 -59.384507 31.843416  -0.1541
H38 -7.179346 -58.140000 32.327741  0.1065
H39 -7.576967 -60.033086 32.106791  0.0775
H40 -7.301181 -58.889348 30.794389  0.0712
H41 -5.044396 -59.233668 30.938494  0.1023
C15 -7.439640 -65.214483 26.538096  -0.2685
O11 -6.948619 -63.929652 26.255052  -0.2076
H42 -6.900835 -66.021785 25.979946  0.0737
H43 -8.583242 -65.200709 26.453086  0.0895
H44 -7.178022 -65.788819 27.504879  0.0705
H45 -6.567341 -63.709874 27.345910  0.1021

Cartesian forces (eV/Å) of the 2 atoms listed first:
1.8 -1.9 -1.4
0.5 4.9 0.2

Computed properties:
- E_LUMO: -0.090 eV
- Energy relative to the best compared isomer or geometry (same formula, charge and spin): 689.2 kJ/mol

---

Number 3 is which compound?
C20H58O9